Formula: C4H10OSi
Source: the Open Molecules 2025 dataset
Level of theory: ωB97M-V/def2-TZVPD

## Properties
net charge = 0
spin multiplicity = 1
energy relative to the best compared isomer or geometry (same formula, charge and spin) = 145.3 kJ/mol
HOMO energy = -9.3 eV
largest force on an atom = 6.0 eV Å⁻¹
HOMO-LUMO gap = 0.37939 Ha
electronic energy = -14234.1140 eV
SMILES string = C=CC[SiH2]OC
E_LUMO = 1.00 eV

```
16
Properties=species:S:1:pos:R:3:forces:R:3
C -2.41166 -1.05743 0.16975 3.20 -0.80 -0.17
C -1.24243 -1.71766 -0.05818 -0.95 -0.60 0.22
C -0.12782 -1.18927 -0.99175 -3.15 1.11 0.71
Si 1.18672 -0.25601 -0.12095 0.95 1.21 -0.71
O 0.44512 1.21844 0.12026 1.40 -0.14 0.47
C 1.17277 2.33404 0.66871 -5.52 2.41 0.31
H -2.42534 -0.06368 -0.26495 -0.82 0.02 0.20
H -3.03414 -1.44630 0.94837 -0.78 0.19 -0.05
H -1.09986 -2.76770 0.41017 -0.04 1.89 -0.75
H 0.24552 -2.03788 -1.48579 0.67 -0.83 -1.21
H -0.64042 -0.38787 -1.70819 1.35 -1.78 1.22
H 1.94407 -0.68195 1.07951 -0.52 -0.30 0.22
H 2.31286 -0.16036 -1.12350 -0.26 0.20 0.19
H 0.77158 2.55924 1.72982 1.28 -0.76 -1.34
H 0.71157 3.24164 0.10790 0.96 -1.25 0.71
H 2.19146 2.41274 0.51881 2.23 -0.56 -0.04
```
Positions in Å, forces in eV/Å.